1.
C24H35N5O2PS4Y as an isolated structure, computed with ωB97M-V/def2-TZVPD.

CARTESIAN COORDINATES (ANGSTROEM)
Y  -0.052  0.023  -0.049
C  -1.639  0.284  -2.453
C  -0.303  0.315  -2.867
C  0.510  -0.807  -2.683
C  -0.007  -1.954  -2.072
C  -1.335  -1.975  -1.638
C  -2.153  -0.859  -1.838
H  -2.273  1.140  -2.644
H  0.075  1.210  -3.346
H  1.531  -0.812  -3.040
H  0.605  -2.842  -1.968
H  -1.728  -2.873  -1.179
H  -3.189  -0.869  -1.526
C  -0.396  -5.713  3.112
C  0.283  -5.737  1.749
S  0.106  -4.220  0.740
C  1.732  -3.444  0.872
C  1.998  -2.571  2.091
S  0.736  -1.279  2.338
C  -0.244  -1.721  3.821
C  -0.934  -3.077  3.863
S  0.193  -4.448  4.264
H  -0.205  -6.670  3.601
H  -1.479  -5.631  3.025
H  -0.126  -6.548  1.146
H  1.353  -5.918  1.849
H  1.844  -2.837  -0.033
H  2.504  -4.213  0.810
H  2.962  -2.070  1.993
H  2.000  -3.161  3.006
H  -0.980  -0.913  3.861
H  0.420  -1.591  4.675
H  -1.406  -3.305  2.913
H  -1.711  -3.025  4.630
N  -2.817  3.403  0.527
C  -1.961  4.180  -0.248
C  -2.073  5.485  -0.714
C  -1.046  5.933  -1.518
C  0.048  5.111  -1.839
C  0.154  3.822  -1.358
C  -0.878  3.356  -0.546
N  -1.087  2.103  0.054
C  -2.273  2.193  0.663
C  -2.880  1.030  1.301
C  -4.059  0.911  1.965
S  -4.318  -0.715  2.414
C  -2.842  -1.145  1.709
N  -2.172  -0.156  1.166
H  -3.712  3.698  0.891
H  -2.918  6.116  -0.474
H  -1.085  6.937  -1.917
H  0.822  5.511  -2.481
H  1.014  3.207  -1.590
H  -4.786  1.673  2.202
H  -2.490  -2.167  1.691
N  3.969  2.161  2.829
C  3.726  0.852  2.122
P  3.166  1.165  0.390
O  2.677  2.571  0.363
O  2.230  0.036  -0.007
C  4.680  1.121  -0.685
N  4.718  2.367  -1.534
H  3.783  2.086  3.834
H  3.352  2.884  2.431
H  4.933  2.494  2.739
H  2.905  0.348  2.636
H  4.617  0.229  2.208
H  4.715  0.246  -1.331
H  5.580  1.114  -0.071
H  4.343  2.203  -2.471
H  5.671  2.721  -1.662
H  4.141  3.100  -1.090

Output
Kohn-Sham gap ... 6.62 eV
Lowest unoccupied orbital energy ... -10.82 eV
Total charge ... +4
Energy above the lowest of the compared OMol25 structures with the same formula, charge and spin ... 94.71 kJ/mol



2.
A single C3HN5 molecule, computed with ωB97M-V/def2-TZVPD.

CARTESIAN COORDINATES (ANGSTROEM)
C  1.957  0.035  -0.042
C  0.491  0.097  0.139
C  -0.295  1.140  0.220
H  0.382  2.174  0.163
N  3.099  0.000  -0.089
N  -1.599  1.130  -0.164
N  -2.072  -0.118  -0.125
N  -1.270  -1.230  0.150
N  -0.058  -1.184  -0.067

Output
Kohn-Sham gap ... 9.02 eV
Lowest unoccupied orbital energy ... -1.70 eV
Total charge ... 0
Energy above the lowest of the compared OMol25 structures with the same formula, charge and spin ... 141.79 kJ/mol



3.
A single C4H6O2 molecule, computed with ωB97M-V/def2-TZVPD.

CARTESIAN COORDINATES (ANGSTROEM)
O  1.138  -1.334  0.901
C  0.594  -0.047  0.857
C  0.580  0.806  -0.436
C  -0.417  -0.152  -1.085
C  -0.878  0.153  0.360
O  -0.545  1.554  0.149
H  0.973  0.532  1.707
H  1.370  1.407  -0.881
H  -0.079  -1.158  -1.350
H  -1.038  0.305  -1.857
H  0.408  -1.947  0.766
H  -1.872  -0.072  0.767

Output
Kohn-Sham gap ... 10.54 eV
Lowest unoccupied orbital energy ... 0.82 eV
Total charge ... 0
Energy above the lowest of the compared OMol25 structures with the same formula, charge and spin ... 341.19 kJ/mol